No. 1
Density functional theory data (ωB97M-V with the def2-TZVPD basis set) for C15H26N10OPPdS4 as an isolated structure.

The HOMO energy is -11.1 eV. The calculation puts the HOMO-LUMO gap at 6.165 eV. Its total charge is +1.

```
58
Properties=species:S:1:pos:R:3:forces:R:3
Pd 0.155 -1.063 0.235 -0.044 -0.062 -0.070
N 2.196 -0.374 2.881 0.055 -0.059 -0.060
C 0.921 -0.421 3.254 -0.021 0.010 -0.019
N 0.617 -0.188 4.525 0.007 0.003 0.001
C -0.673 -0.276 4.837 -0.009 -0.002 -0.012
N -1.037 -0.007 6.090 -0.001 0.005 0.005
N -1.661 -0.636 3.979 0.004 0.004 0.003
C -1.259 -0.842 2.755 0.010 0.018 0.003
N -0.003 -0.714 2.302 -0.041 -0.003 -0.009
C -2.252 -1.297 1.753 -0.001 -0.005 0.007
C -3.583 -1.462 2.074 -0.002 0.000 0.004
C -4.454 -1.914 1.095 -0.005 -0.004 0.000
C -3.958 -2.188 -0.166 -0.002 0.003 0.003
C -2.610 -2.002 -0.421 0.006 -0.013 0.006
N -1.771 -1.561 0.523 -0.077 -0.083 0.004
H 2.890 -0.210 3.588 0.007 0.017 -0.014
H 2.442 -0.551 1.914 0.020 0.058 0.018
H -0.339 0.241 6.768 0.000 -0.001 0.000
H -2.001 -0.094 6.357 0.001 -0.002 0.000
H -3.904 -1.236 3.079 0.002 0.004 0.000
H -5.504 -2.051 1.317 -0.001 0.005 -0.002
H -4.598 -2.545 -0.960 0.002 -0.004 0.000
H -2.182 -2.204 -1.391 -0.005 0.001 -0.001
S 0.128 2.350 1.216 -0.004 0.085 0.101
S -0.856 3.968 0.998 -0.088 -0.119 -0.225
S -2.601 3.467 0.060 0.058 -0.025 0.192
S -2.619 1.576 -0.134 0.083 0.125 -0.072
C 4.035 -2.096 -1.450 -0.002 0.006 -0.005
N 4.155 -0.641 -1.402 0.016 0.004 0.028
C 5.380 -0.114 -1.985 0.002 -0.003 0.002
P 2.856 0.311 -1.119 0.021 0.051 0.006
O 2.071 -0.367 0.007 -0.001 0.056 -0.015
N 2.061 0.599 -2.512 -0.096 -0.127 0.045
C 0.858 1.425 -2.529 -0.002 0.000 -0.021
C 2.346 -0.077 -3.775 0.038 0.054 -0.004
N 3.333 1.798 -0.611 0.031 -0.013 -0.001
C 3.892 2.004 0.717 -0.015 0.021 -0.004
C 3.558 2.932 -1.497 -0.023 0.008 -0.006
H 4.106 -2.461 -2.479 -0.001 -0.002 0.000
H 3.079 -2.411 -1.041 0.002 0.001 0.006
H 4.838 -2.550 -0.865 0.002 -0.002 -0.002
H 5.467 -0.372 -3.045 0.000 0.003 0.000
H 6.242 -0.532 -1.462 0.000 -0.003 -0.002
H 5.414 0.969 -1.889 0.000 0.000 0.002
H 0.742 1.946 -1.579 -0.014 -0.001 0.024
H -0.030 0.815 -2.702 0.004 -0.010 -0.014
H 0.936 2.166 -3.328 -0.001 0.012 0.012
H 3.311 -0.575 -3.731 -0.014 -0.016 0.002
H 2.384 0.670 -4.571 0.013 -0.003 -0.005
H 1.578 -0.815 -4.005 -0.021 0.005 0.001
H 3.704 1.147 1.351 -0.016 -0.079 0.041
H 3.429 2.877 1.184 -0.001 -0.002 -0.001
H 4.972 2.169 0.662 0.000 0.000 0.002
H 3.216 2.711 -2.504 0.012 0.002 0.006
H 4.622 3.186 -1.537 0.002 -0.001 0.001
H 3.017 3.805 -1.124 -0.003 0.000 -0.003
N 0.127 -2.087 -2.692 -0.150 -0.062 0.017
C 0.116 -1.672 -1.615 0.261 0.142 0.021
```
Forces are in eV/Å.

No. 2
Density functional theory data (ωB97M-V with the def2-TZVPD basis set) for one molecule with the formula C4H12N2O at a distorted geometry.

The HOMO energy is -8.9 eV. The calculation puts the HOMO-LUMO gap at 9.940 eV. Its total charge is 0.

```
19
Properties=species:S:1:pos:R:3:forces:R:3
N -1.389 -0.900 -1.784 -1.079 0.467 -1.860
C -0.289 0.034 -1.959 1.810 0.585 1.535
C 0.158 0.889 -0.704 -1.471 -1.166 -0.127
C -0.067 0.167 0.636 1.585 -0.951 1.186
N 0.188 -1.305 0.660 -0.681 0.246 0.151
C 0.962 0.656 1.731 -0.342 0.001 -1.441
O 0.464 0.460 3.015 -0.935 0.529 0.510
H -1.908 -1.014 -0.929 0.676 0.519 0.512
H -2.079 -0.549 -2.443 -0.257 -0.613 0.079
H 0.635 -0.510 -2.242 -0.467 -0.121 0.079
H -0.433 0.730 -2.797 -0.394 -0.245 0.184
H 1.199 1.132 -0.875 0.201 0.347 0.221
H -0.469 1.769 -0.570 0.292 0.461 -0.533
H -1.079 0.337 1.039 0.347 -0.035 -0.302
H 0.780 -1.645 -0.085 -0.060 0.189 -0.178
H -0.674 -1.826 0.638 0.046 -0.174 -0.140
H 1.212 1.716 1.597 0.061 -0.091 0.029
H 1.818 0.002 1.529 0.217 0.513 0.136
H 0.969 -0.144 3.543 0.450 -0.461 -0.041
```
Forces are in eV/Å.

No. 3
Density functional theory data (ωB97M-V with the def2-TZVPD basis set) for a 9-piece molecular cluster, C24H45BrO35S8 overall at a distorted geometry.

The HOMO energy is -10.2 eV. The calculation puts the HOMO-LUMO gap at 10.470 eV. Its total charge is 0.

```
113
Properties=species:S:1:pos:R:3:forces:R:3
C 1.826 -2.787 -2.672 -0.336 0.300 -0.514
C 1.341 -1.341 -3.069 1.115 -0.007 1.408
C 2.606 -0.485 -3.440 -0.811 -0.265 -0.590
C 0.656 -0.724 -1.791 0.031 0.907 -0.670
C -0.908 -0.614 -1.856 0.606 -0.928 1.205
C -1.608 -1.763 -2.606 -1.775 1.994 -0.567
O -2.174 -2.862 -1.866 0.073 -1.377 -1.162
C -2.865 -3.541 -2.884 0.133 1.209 0.100
O -3.048 -4.710 -2.954 -0.033 0.522 0.138
O -3.272 -2.605 -3.861 0.381 -0.588 0.873
C -2.946 -1.308 -3.303 0.311 -1.301 -0.003
Br -4.508 -1.017 -2.104 0.735 0.759 -0.208
H 2.615 -3.078 -3.399 -0.579 -0.331 0.541
H 2.248 -2.799 -1.638 -0.111 0.184 -0.880
H 0.980 -3.519 -2.645 0.673 0.422 -0.245
H 0.688 -1.344 -3.971 0.261 -0.097 0.729
H 2.982 -0.869 -4.422 0.105 0.292 0.864
H 3.383 -0.559 -2.647 -0.470 0.138 -0.610
H 2.300 0.576 -3.611 0.372 -0.731 0.306
H 1.021 -1.240 -0.870 -0.488 0.149 -0.757
H 1.045 0.322 -1.700 -0.457 -0.732 0.064
H -1.201 0.397 -2.228 0.212 -1.447 -0.232
H -1.275 -0.634 -0.799 0.024 0.034 -0.868
H -1.095 -2.272 -3.451 0.502 1.017 0.544
H -2.874 -0.489 -4.050 -0.208 -0.860 0.393
O 2.926 -6.341 -1.762 -2.308 0.263 0.310
S 2.027 -7.203 -1.091 -0.629 0.216 -0.504
O 2.367 -7.890 0.113 0.056 0.389 -0.168
O 1.467 -8.277 -2.154 0.126 0.469 0.166
C 0.039 -8.191 -2.224 -0.422 -0.180 0.286
C -0.290 -6.752 -1.877 -0.104 0.160 -0.555
O 0.642 -6.406 -0.846 0.231 -0.665 0.363
H -0.380 -8.882 -1.488 -0.024 0.024 -0.030
H -0.310 -8.466 -3.218 0.257 0.007 -0.026
H -1.313 -6.630 -1.528 0.134 0.098 0.178
H -0.116 -6.089 -2.728 -0.069 -0.039 -0.002
O -0.424 2.481 -2.073 -0.300 -0.356 -0.127
S -1.509 2.686 -1.174 -0.176 1.715 0.869
O -2.424 1.652 -0.828 0.167 -0.097 -0.098
O -2.347 3.961 -1.687 0.542 -0.449 -0.134
C -2.385 4.951 -0.650 -0.247 0.139 0.483
C -1.112 4.740 0.144 0.239 0.480 -0.283
O -0.935 3.319 0.180 -3.546 0.356 -2.598
H -3.268 4.767 -0.035 0.031 0.075 -0.007
H -2.444 5.948 -1.075 0.133 -0.292 -0.212
H -1.178 5.145 1.152 -0.011 -0.295 0.059
H -0.249 5.176 -0.366 -0.037 0.050 0.033
O -0.067 -6.280 5.827 -0.111 0.289 0.023
S 0.705 -5.396 5.027 0.327 -0.301 -0.469
O 0.734 -3.994 5.250 -0.072 -0.126 0.232
O 0.339 -5.668 3.482 0.111 -0.207 0.616
C 1.523 -6.030 2.762 0.412 0.231 -0.419
C 2.423 -6.690 3.784 -0.178 -0.569 -0.151
O 2.224 -5.935 4.985 -0.345 0.502 -0.146
H 1.976 -5.116 2.369 0.018 -0.043 -0.012
H 1.281 -6.696 1.937 -0.202 0.041 0.138
H 3.469 -6.676 3.489 -0.008 0.183 0.195
H 2.114 -7.721 3.977 0.028 0.011 -0.066
O 5.315 -6.463 -4.116 0.007 0.120 0.208
S 5.564 -7.201 -2.929 0.354 -0.267 0.169
O 4.972 -6.867 -1.688 2.400 -0.571 -0.299
O 7.167 -7.321 -2.739 -0.331 -0.101 -0.478
C 7.546 -8.697 -2.693 0.029 -0.326 0.390
C 6.506 -9.422 -3.523 0.277 0.009 -0.486
O 5.274 -8.761 -3.227 0.176 0.281 0.441
H 7.519 -9.024 -1.650 0.010 -0.047 -0.038
H 8.553 -8.828 -3.086 -0.045 0.230 -0.040
H 6.442 -10.481 -3.279 -0.233 0.091 0.098
H 6.703 -9.308 -4.592 0.059 -0.043 0.031
O -3.363 8.888 -1.592 0.184 -0.219 0.181
S -4.236 7.984 -0.932 -0.739 -0.262 -0.276
O -3.871 7.291 0.248 -0.904 -1.896 -3.629
O -4.777 6.917 -2.025 0.044 0.595 -0.036
C -6.203 6.965 -2.083 -0.399 -0.258 0.253
C -6.565 8.385 -1.695 -0.020 0.207 -0.535
O -5.637 8.733 -0.663 0.230 -0.549 0.119
H -6.599 6.245 -1.362 -0.039 0.030 -0.028
H -6.553 6.708 -3.081 0.239 0.005 -0.024
H -7.588 8.471 -1.336 0.143 0.042 0.235
H -6.415 9.074 -2.531 -0.056 -0.047 -0.015
O -2.197 1.694 5.587 -0.150 0.330 -0.018
S -2.275 1.956 4.194 0.101 -0.671 -0.511
O -2.442 3.267 3.673 0.135 0.066 0.272
O -3.406 0.997 3.564 0.472 0.138 0.459
C -2.830 0.181 2.537 0.120 0.058 -0.727
C -1.377 0.014 2.935 -0.096 -0.560 0.277
O -1.000 1.285 3.475 -0.534 0.410 -0.046
H -2.921 0.713 1.586 0.035 -0.054 0.000
H -3.352 -0.771 2.470 -0.106 0.107 0.220
H -0.742 -0.250 2.092 0.085 0.294 0.033
H -1.265 -0.735 3.723 0.002 -0.029 -0.061
O 2.911 2.664 0.345 -0.262 0.080 -0.106
S 2.025 2.997 1.403 0.123 -0.104 0.662
O 0.616 2.816 1.305 3.343 -0.938 1.837
O 2.321 4.520 1.849 0.218 -0.444 -0.142
C 2.672 4.560 3.235 -0.285 0.030 0.490
C 3.310 3.214 3.520 0.538 0.155 -0.076
O 2.548 2.280 2.755 -0.364 0.376 -0.167
H 1.755 4.694 3.815 0.037 -0.023 0.022
H 3.349 5.388 3.431 -0.018 0.005 -0.262
H 3.285 2.957 4.577 -0.183 -0.171 -0.101
H 4.343 3.183 3.164 -0.003 0.059 0.061
O -1.202 8.279 0.900 -0.221 0.004 -0.050
S -2.107 8.604 1.947 -0.050 0.377 0.811
O -3.504 8.412 1.830 1.289 2.225 3.326
O -1.818 10.126 2.406 0.385 -0.442 -0.175
C -1.487 10.156 3.796 -0.293 0.027 0.437
C -0.853 8.809 4.081 0.521 0.158 -0.072
O -1.603 7.878 3.298 -0.357 0.294 -0.174
H -2.411 10.287 4.364 0.047 -0.014 0.031
H -0.812 10.983 4.008 -0.022 0.008 -0.247
H -0.893 8.544 5.135 -0.181 -0.175 -0.106
H 0.185 8.781 3.738 -0.002 0.059 0.058
```
Forces are in eV/Å.

No. 4
Density functional theory data (ωB97M-V with the def2-TZVPD basis set) for one molecule with the formula C15H20FNO2.

The HOMO energy is -7.9 eV. The calculation puts the HOMO-LUMO gap at 8.533 eV. Its total charge is 0.

```
39
Properties=species:S:1:pos:R:3:forces:R:3
C -4.260 -1.475 1.772 -0.147 0.115 -0.115
C -4.819 -0.426 0.820 0.133 0.012 0.030
C -3.708 0.444 0.228 -0.491 -0.263 -0.051
C -2.866 -0.346 -0.758 -0.020 0.302 0.095
O -3.349 -1.204 -1.462 -0.046 -0.053 0.066
C -1.403 -0.089 -0.768 0.610 -0.243 -0.237
C -0.596 -1.221 -0.864 -0.004 0.163 0.033
C 0.774 -1.134 -0.827 -0.080 0.063 0.041
F 1.462 -2.308 -0.854 0.025 0.153 0.039
C 1.441 0.097 -0.736 -0.459 -0.130 -0.158
N 2.805 0.267 -0.756 0.244 -0.032 -0.101
C 3.454 1.226 0.115 0.190 -0.081 0.450
C 4.061 0.491 1.322 -0.166 0.363 -0.058
O 4.967 -0.508 0.919 0.148 0.001 -0.004
C 4.339 -1.456 0.081 -0.095 -0.081 -0.349
C 3.739 -0.768 -1.150 0.232 -0.352 0.126
C 0.603 1.223 -0.700 0.000 -0.127 0.046
C -0.778 1.165 -0.706 -0.093 -0.195 0.079
C -1.544 2.455 -0.729 -0.016 0.019 0.078
H -3.720 -1.004 2.592 0.061 0.004 0.106
H -5.063 -2.076 2.190 -0.003 -0.109 0.076
H -3.576 -2.137 1.245 0.084 -0.130 -0.001
H -5.530 0.211 1.352 -0.020 0.005 -0.059
H -5.347 -0.920 0.003 -0.052 0.086 0.027
H -4.161 1.278 -0.313 0.093 0.099 -0.002
H -3.078 0.846 1.022 0.030 0.098 -0.033
H -1.056 -2.195 -0.938 -0.016 -0.113 -0.016
H 2.747 1.972 0.471 0.046 0.013 -0.045
H 4.254 1.722 -0.446 -0.053 0.054 0.073
H 4.627 1.182 1.949 -0.085 -0.002 0.010
H 3.247 0.044 1.915 0.056 0.057 -0.032
H 5.112 -2.167 -0.210 -0.059 -0.021 -0.006
H 3.549 -1.984 0.634 0.051 0.027 -0.057
H 3.266 -1.490 -1.809 0.043 0.069 0.013
H 4.548 -0.274 -1.701 -0.020 -0.083 0.021
H 1.067 2.198 -0.702 0.058 0.084 -0.058
H -1.899 2.716 0.267 -0.087 0.071 0.037
H -2.403 2.384 -1.391 -0.081 0.099 -0.036
H -0.906 3.263 -1.078 -0.010 0.057 -0.027
```
Forces are in eV/Å.